--- i ---
Density functional theory data (wB97M-V/def2-TZVPD) for a 3-piece molecular cluster, C12H15N3 overall.

The geometry in ORCA input format:
```
! RIJCOSX wB97M-V def2-TZVPD def2/J DEFGRID3
* xyz 0 1
C -2.228 1.434 0.860
C -2.622 0.319 -0.025
C -3.996 0.379 -0.168
N -4.455 1.357 0.658
C -3.408 1.973 1.348
H -1.262 1.780 1.198
H -1.941 -0.373 -0.499
H -4.730 -0.233 -0.672
H -5.442 1.539 0.765
H -3.509 2.832 1.994
C 2.181 -0.163 1.662
C 2.217 1.160 1.320
C 3.331 1.334 0.568
N 4.102 0.180 0.619
C 3.407 -0.793 1.423
H 1.488 -0.715 2.280
H 1.499 1.913 1.611
H 3.615 2.223 0.024
H 5.060 0.172 0.300
H 3.917 -1.679 1.772
C -0.667 -1.386 -2.439
C -0.443 -2.464 -1.511
C 0.817 -2.160 -0.964
N 1.223 -0.936 -1.425
C 0.341 -0.442 -2.340
H -1.582 -1.351 -3.012
H -1.080 -3.301 -1.265
H 1.550 -2.662 -0.348
H 2.031 -0.482 -1.024
H 0.585 0.543 -2.711
*
```

## Properties
- highest occupied orbital energy (eV) = -7.848
- orbital gap (eV) = 8.68

Results of the Mulliken charge analysis, in e, for atoms 1 through 4:
1. C -0.2383
2. C 0.0352
3. C -0.6635
4. N 0.0059

---

--- ii ---
Density functional theory data (wB97M-V/def2-TZVPD) for one molecule with the formula C12H15N3.

The geometry in ORCA input format:
```
! RIJCOSX wB97M-V def2-TZVPD def2/J DEFGRID3
* xyz 0 1
C -1.544 1.351 -0.858
C -1.512 -1.168 3.399
C -1.852 -1.963 2.312
C -0.745 -0.039 3.155
C -1.572 -1.565 0.992
C -0.540 0.430 1.875
C -0.940 -0.341 0.764
C -0.383 -0.564 -1.841
C 1.015 -0.211 -2.385
C -0.792 0.223 -0.632
C 2.305 -0.680 -0.314
C 0.950 2.462 -1.324
N -2.318 2.207 -0.954
N 1.777 0.258 -1.298
N 1.086 1.267 -0.555
H -1.523 -1.575 4.427
H -2.495 -2.836 2.302
H -0.601 0.776 3.870
H -1.705 -2.253 0.222
H -0.037 1.378 1.687
H -1.012 -0.499 -2.771
H -0.397 -1.629 -1.570
H 1.556 -1.122 -2.727
H 0.883 0.661 -3.051
H 2.505 -0.179 0.756
H 1.584 -1.470 -0.254
H 3.343 -1.089 -0.594
H 0.780 2.171 -2.388
H 0.224 3.130 -0.731
H 1.959 2.871 -1.513
*
```

## Properties
- highest occupied orbital energy (alpha / beta) (eV) = -8.167 / -8.168
- orbital gap (alpha / beta) (eV) = 8.10 / 8.10

Results of the Mulliken charge analysis, in e, for atoms 1 through 4:
1. C 0.0543
2. C -0.5256
3. C -0.5298
4. C -0.6138

---

Verdict on stability: i comes out on top.

---

--- i ---
Density functional theory data (wB97M-V/def2-TZVPD) for one molecule with the formula C3H4S2.

The geometry in ORCA input format:
```
! RIJCOSX wB97M-V def2-TZVPD def2/J DEFGRID3
* xyz 0 1
C 0.635 -0.228 -0.409
C 0.487 0.477 0.915
C -0.907 -0.315 -0.684
H 0.268 -0.195 1.833
H 1.233 1.205 1.151
H -1.459 -1.036 -0.126
H -1.195 -0.251 -1.675
S 1.849 -0.945 -1.173
S -0.910 1.288 0.169
*
```

## Properties
- highest occupied orbital energy (eV) = -8.904
- orbital gap (eV) = 8.53

Results of the Mulliken charge analysis, in e, for atoms 1 through 4:
1. C 0.0363
2. C -0.3685
3. C -0.4887
4. H 0.2171

---

--- ii ---
Density functional theory data (wB97M-V/def2-TZVPD) for one molecule with the formula C3H4S2.

The geometry in ORCA input format:
```
! RIJCOSX wB97M-V def2-TZVPD def2/J DEFGRID3
* xyz 0 1
S 2.664 -0.860 -0.015
C 1.053 -0.670 -0.030
C 0.285 0.623 -0.059
C -1.014 -0.063 -0.001
S -0.462 -1.768 -0.033
H 0.485 1.324 -0.913
H 0.469 1.152 0.962
H -1.790 0.181 -0.821
H -1.690 0.079 0.910
*
```

## Properties
- highest occupied orbital energy (eV) = -8.788
- orbital gap (eV) = 8.56

Results of the Mulliken charge analysis, in e, for atoms 1 through 4:
1. S -0.2487
2. C 0.1319
3. C -0.4359
4. C -0.3487

---

--- iii ---
Density functional theory data (wB97M-V/def2-TZVPD) for C3H4S2 as an isolated structure.

The geometry in ORCA input format:
```
! RIJCOSX wB97M-V def2-TZVPD def2/J DEFGRID3
* xyz 0 1
C -2.192 -0.080 0.078
C -1.542 -1.102 -0.078
C 1.092 -0.166 -0.011
S 0.816 1.456 -0.019
S 2.652 -0.664 -0.005
H -2.660 0.870 0.155
H -0.556 1.378 0.465
H -1.063 -2.045 -0.169
H 3.453 0.354 -0.416
*
```

## Properties
- highest occupied orbital energy (eV) = -8.832
- orbital gap (eV) = 8.83

Results of the Mulliken charge analysis, in e, for atoms 1 through 4:
1. C -0.5471
2. C -0.2024
3. C 0.0406
4. S -0.1370

---

--- iv ---
Density functional theory data (wB97M-V/def2-TZVPD) for one molecule with the formula C3H4S2.

The geometry in ORCA input format:
```
! RIJCOSX wB97M-V def2-TZVPD def2/J DEFGRID3
* xyz 0 1
C -0.710 0.321 -0.014
C -0.955 1.591 -0.113
C 1.059 -1.625 -0.109
S -1.920 -0.942 0.036
S 1.087 -0.009 0.081
H -0.110 2.272 0.051
H -1.981 2.098 0.000
H 1.863 -2.337 -0.198
H 0.045 -1.954 -0.045
*
```

## Properties
- highest occupied orbital energy (alpha / beta) (eV) = -7.617 / -7.621
- orbital gap (alpha / beta) (eV) = 5.79 / 5.80

Results of the Mulliken charge analysis, in e, for atoms 1 through 4:
1. C 0.2814
2. C -0.6585
3. C -0.1413
4. S -0.4124

---

Verdict on stability: ii comes out on top.

---

--- i ---
Density functional theory data (wB97M-V/def2-TZVPD) for one molecule with the formula C3H4BrNO.

The geometry in ORCA input format:
```
! RIJCOSX wB97M-V def2-TZVPD def2/J DEFGRID3
* xyz 0 1
Br -1.395 -1.566 1.683
C 0.395 -0.799 0.330
C 0.449 0.583 0.680
C -0.010 1.316 -0.355
O -0.427 0.627 -1.363
N -0.027 -0.708 -1.262
H 1.012 -1.596 0.826
H 0.809 1.050 1.632
H -0.108 2.403 -0.470
H -0.699 -1.311 -1.701
*
```

## Properties
- highest occupied orbital energy (eV) = -8.513
- orbital gap (eV) = 8.34

Results of the Mulliken charge analysis, in e, for atoms 1 through 4:
1. Br -0.3585
2. C -0.2699
3. C -0.2054
4. C -0.0763

---

--- ii ---
Density functional theory data (wB97M-V/def2-TZVPD) for a 2-piece molecular cluster, C3H4BrNO overall.

The geometry in ORCA input format:
```
! RIJCOSX wB97M-V def2-TZVPD def2/J DEFGRID3
* xyz 0 1
C 0.738 0.772 -0.278
C -0.404 1.370 0.170
C 0.557 -0.589 0.046
N -0.599 -0.716 0.706
O -1.269 0.509 0.677
Br 1.794 -2.076 0.198
H 1.679 1.329 -0.569
H -0.835 2.266 0.230
H -0.503 -1.230 -1.886
H -1.158 -1.635 0.706
*
```

## Properties
- highest occupied orbital energy (alpha / beta) (eV) = -6.130 / -8.357
- orbital gap (alpha / beta) (eV) = 5.84 / 8.76

Results of the Mulliken charge analysis, in e, for atoms 1 through 4:
1. C 0.0496
2. C -0.2683
3. C -0.4475
4. N -0.0102

---

--- iii ---
Density functional theory data (wB97M-V/def2-TZVPD) for one molecule with the formula C3H4BrNO.

The geometry in ORCA input format:
```
! RIJCOSX wB97M-V def2-TZVPD def2/J DEFGRID3
* xyz 0 1
H 1.218 1.419 1.832
N 1.675 1.017 1.114
C 1.191 0.171 0.356
C -0.098 -0.591 0.252
C 2.614 -0.635 -0.540
O 2.438 -1.622 -1.171
Br 4.171 0.240 -0.115
H -0.391 -1.046 -0.709
H 0.158 -1.383 0.914
H -0.888 -0.090 0.692
*
```

## Properties
- highest occupied orbital energy (eV) = -9.124
- orbital gap (eV) = 9.80

Results of the Mulliken charge analysis, in e, for atoms 1 through 4:
1. H 0.1886
2. N -0.4957
3. C 0.5023
4. C -1.0896

---

Verdict on stability: iii comes out on top.

---

--- i ---
Density functional theory data (wB97M-V/def2-TZVPD) for C7H9N2O2 as an isolated structure.

The geometry in ORCA input format:
```
! RIJCOSX wB97M-V def2-TZVPD def2/J DEFGRID3
* xyz -1 1
C -2.293 1.884 0.302
C -0.908 1.924 0.562
C -2.722 0.736 -0.377
C 0.852 -1.404 0.880
C 0.709 -0.079 0.859
C 1.750 0.805 1.438
C -1.513 -0.641 -1.847
N -0.271 0.703 0.141
N -1.749 -0.267 -0.543
O -0.375 2.931 1.108
O -3.868 0.494 -0.834
H -2.826 2.756 0.191
H 0.318 -2.011 0.183
H 1.719 -1.826 1.390
H 1.315 1.724 1.889
H 2.325 1.090 0.584
H 2.271 0.417 2.269
H -2.455 -1.130 -2.182
H -1.352 0.345 -2.513
H -0.531 -1.187 -1.836
*
```

## Properties
- highest occupied orbital energy (eV) = -3.665
- orbital gap (eV) = 7.34

Results of the Mulliken charge analysis, in e, for atoms 1 through 4:
1. C -1.0521
2. C 0.5983
3. C 0.7075
4. C -0.9770

---

--- ii ---
Density functional theory data (wB97M-V/def2-TZVPD) for a 2-piece molecular cluster, C7H9N2O2 overall.

The geometry in ORCA input format:
```
! RIJCOSX wB97M-V def2-TZVPD def2/J DEFGRID3
* xyz -1 1
C -0.011 1.282 1.948
C -0.900 0.166 2.082
C 0.345 1.735 0.778
C -1.020 -0.616 0.967
C -0.033 1.132 -0.508
C -0.471 -0.311 -0.381
C 1.414 -1.303 0.065
N -0.970 -1.014 -1.407
N -0.692 -0.879 -2.633
O 0.199 0.010 -3.022
O -1.108 -1.607 -3.526
H 0.187 1.917 2.742
H -1.155 -0.192 2.989
H 0.955 2.601 0.868
H -1.362 -1.658 0.995
H -0.806 1.715 -0.973
H 0.750 1.031 -1.171
H 1.259 -2.293 0.001
H 1.657 -0.794 1.026
H 1.761 -0.922 -0.839
*
```

## Properties
- highest occupied orbital energy (alpha / beta) (eV) = -3.330 / -3.329
- orbital gap (alpha / beta) (eV) = 6.99 / 6.99

Results of the Mulliken charge analysis, in e, for atoms 1 through 4:
1. C -0.2312
2. C -0.8609
3. C -0.5854
4. C -0.0721

---

Verdict on stability: i comes out on top.

---

--- i ---
Density functional theory data (wB97M-V/def2-TZVPD) for one molecule with the formula C8H9NO3.

The geometry in ORCA input format:
```
! RIJCOSX wB97M-V def2-TZVPD def2/J DEFGRID3
* xyz 0 1
C 1.777 2.266 -0.303
O 1.708 1.338 0.765
C 0.910 0.147 0.505
C -0.456 0.181 0.792
C -1.186 -0.980 0.389
C -2.717 -0.760 0.370
N -3.344 0.206 -0.140
O -2.723 1.375 -0.631
C -0.519 -2.174 -0.063
C 0.918 -2.246 -0.193
C 1.536 -1.016 0.010
O 2.796 -0.935 -0.448
H 0.962 2.042 -1.024
H 2.702 2.307 -0.842
H 1.637 3.159 0.216
H -1.030 1.002 1.115
H -3.255 -1.682 0.603
H -3.263 2.148 -0.324
H -1.042 -3.120 -0.236
H 1.447 -3.156 -0.561
H 3.141 -0.103 -0.001
*
```

## Properties
- highest occupied orbital energy (eV) = -8.500
- orbital gap (eV) = 9.22

Results of the Mulliken charge analysis, in e, for atoms 1 through 4:
1. C -0.7233
2. O -0.5271
3. C 0.4511
4. C -0.3607

---

--- ii ---
Density functional theory data (wB97M-V/def2-TZVPD) for one molecule with the formula C8H9NO3.

The geometry in ORCA input format:
```
! RIJCOSX wB97M-V def2-TZVPD def2/J DEFGRID3
* xyz 0 1
C 3.658 -1.091 0.111
O 2.823 0.032 -0.115
C 1.483 -0.149 0.040
C 0.834 -1.372 -0.009
C -0.563 -1.338 -0.075
C -1.233 -0.120 -0.029
C -2.720 -0.209 -0.014
O -3.330 -1.235 0.039
O -3.348 0.945 0.034
N -0.623 1.040 -0.032
C 0.725 1.064 0.011
C 1.527 2.343 0.005
H 3.554 -1.534 1.091
H 4.692 -0.739 -0.044
H 3.510 -1.864 -0.650
H 1.384 -2.302 -0.048
H -1.096 -2.260 -0.175
H -4.278 0.788 0.158
H 2.235 2.402 0.857
H 2.088 2.359 -0.935
H 0.855 3.165 0.076
*
```

## Properties
- highest occupied orbital energy (eV) = -8.922
- orbital gap (eV) = 9.55

Results of the Mulliken charge analysis, in e, for atoms 1 through 4:
1. C -0.9108
2. O -0.3698
3. C 0.7986
4. C -0.4311

---

--- iii ---
Density functional theory data (wB97M-V/def2-TZVPD) for one molecule with the formula C8H9NO3.

The geometry in ORCA input format:
```
! RIJCOSX wB97M-V def2-TZVPD def2/J DEFGRID3
* xyz 0 1
H 2.237 -2.301 0.500
N 1.248 -2.023 0.396
C 0.910 -0.828 0.126
C -0.453 -0.313 -0.019
C -0.779 1.020 0.167
C -2.134 1.314 0.257
C -3.122 0.392 0.057
C -2.788 -0.932 -0.220
C -1.469 -1.248 -0.211
C 2.002 0.250 -0.099
O 2.008 1.099 1.036
O 3.211 -0.385 -0.205
O 1.846 0.989 -1.279
H -0.100 1.765 0.390
H -2.262 2.392 0.475
H -4.198 0.816 0.144
H -3.499 -1.632 -0.411
H -1.036 -2.285 -0.203
H 2.908 1.244 1.215
H 3.183 -1.208 -0.775
H 2.287 1.876 -1.340
*
```

## Properties
- highest occupied orbital energy (eV) = -9.208
- orbital gap (eV) = 9.67

Results of the Mulliken charge analysis, in e, for atoms 1 through 4:
1. H 0.2608
2. N -0.7710
3. C 0.3660
4. C 0.2743

---

Verdict on stability: ii comes out on top.

---

--- i ---
Density functional theory data (wB97M-V/def2-TZVPD) for one molecule with the formula C4H9NOS2.

The geometry in ORCA input format:
```
! RIJCOSX wB97M-V def2-TZVPD def2/J DEFGRID3
* xyz 0 1
C -1.547 -0.890 0.758
N -1.181 0.391 0.149
C 0.227 0.785 0.357
C 0.449 2.296 0.579
O -0.526 2.994 0.562
C 0.887 0.280 -0.987
S 2.144 -1.104 -0.682
S 1.909 -2.915 -1.572
H -1.429 -0.942 1.857
H -2.592 -1.154 0.523
H -0.984 -1.691 0.293
H -1.776 1.146 0.470
H 0.645 0.174 1.215
H 1.484 2.625 0.771
H 0.044 0.131 -1.667
H 1.598 0.959 -1.459
H 0.647 -3.087 -1.167
*
```

## Properties
- highest occupied orbital energy (eV) = -8.529
- orbital gap (eV) = 8.93

Results of the Mulliken charge analysis, in e, for atoms 1 through 4:
1. C -0.7879
2. N -0.4085
3. C 0.3012
4. C -0.0542

---

--- ii ---
Density functional theory data (wB97M-V/def2-TZVPD) for a 2-piece molecular cluster, C4H9NOS2 overall.

The geometry in ORCA input format:
```
! RIJCOSX wB97M-V def2-TZVPD def2/J DEFGRID3
* xyz 0 1
C -0.740 1.548 -0.195
C -0.214 0.162 0.219
C -1.243 -0.766 -0.200
C 1.107 -0.033 -0.321
H -1.801 1.602 0.230
H -0.186 2.501 0.002
H -0.588 1.561 -1.257
H 0.740 1.130 1.653
H 0.375 -0.420 2.045
H -0.996 -1.630 0.369
H -2.336 -0.664 -0.077
H -0.203 -2.410 -1.994
H 3.069 -1.643 -0.299
N -0.130 0.427 1.759
O -0.852 -0.939 -1.566
S 1.753 -1.565 0.306
S 2.247 1.139 -0.674
*
```

## Properties
- highest occupied orbital energy (eV) = -8.794
- orbital gap (eV) = 7.24

Results of the Mulliken charge analysis, in e, for atoms 1 through 4:
1. C -1.5791
2. C 0.1357
3. C -0.5587
4. C 0.3602

---

--- iii ---
Density functional theory data (wB97M-V/def2-TZVPD) for one molecule with the formula C4H9NOS2.

The geometry in ORCA input format:
```
! RIJCOSX wB97M-V def2-TZVPD def2/J DEFGRID3
* xyz 0 1
C -2.260 -0.914 -0.197
N -1.949 0.453 -0.681
C -0.761 0.919 -0.021
S -0.467 2.440 -0.156
O -0.178 -0.020 0.722
C 0.810 -0.903 0.142
S 1.795 -0.055 -0.896
C 2.705 0.862 0.211
H -1.811 -1.937 -0.431
H -3.417 -1.130 -0.343
H -2.360 -0.718 1.075
H -2.474 1.026 -1.414
H 0.277 -1.733 -0.490
H 1.343 -1.327 1.037
H 3.190 0.216 0.894
H 2.112 1.502 0.869
H 3.446 1.318 -0.322
*
```

## Properties
- highest occupied orbital energy (eV) = -8.429
- orbital gap (eV) = 9.13

Results of the Mulliken charge analysis, in e, for atoms 1 through 4:
1. C -0.7317
2. N -0.1780
3. C 0.3823
4. S -0.3869

---

Verdict on stability: i comes out on top.